{"formula": "C38H29BO18", "method": "wB97M-V/def2-TZVPD", "elements": ["O", "C", "C", "C", "C", "O", "C", "C", "H", "H", "H", "H", "O", "C", "C", "C", "C", "O", "C", "C", "H", "H", "H", "H", "O", "C", "C", "C", "C", "O", "C", "C", "H", "H", "H", "H", "O", "C", "C", "C", "C", "O", "C", "C", "H", "H", "H", "H", "O", "C", "C", "C", "C", "O", "C", "C", "H", "H", "H", "H", "O", "C", "C", "C", "C", "O", "C", "C", "H", "H", "H", "H", "O", "C", "O", "O", "C", "O", "B", "O", "O", "H", "H", "H", "H", "H"], "coordinates": [[2.47, 1.23, 0.04], [1.41, 1.67, -0.36], [0.91, 1.34, -1.72], [-0.25, 1.82, -2.16], [-1.09, 2.70, -1.31], [-2.15, 3.13, -1.72], [-0.59, 3.02, 0.05], [0.57, 2.54, 0.49], [1.54, 0.70, -2.33], [-0.63, 1.60, -3.15], [-1.22, 3.66, 0.65], [0.94, 2.77, 1.48], [-1.78, -4.14, -5.03], [-0.84, -3.42, -4.73], [0.44, -3.48, -5.47], [1.46, -2.69, -5.14], [1.35, -1.73, -4.02], [2.29, -1.00, -3.72], [0.07, -1.67, -3.28], [-0.95, -2.45, -3.61], [0.51, -4.19, -6.30], [2.40, -2.72, -5.67], [0.02, -0.96, -2.47], [-1.90, -2.42, -3.08], [-4.96, 1.46, 5.78], [-4.03, 2.18, 6.09], [-2.75, 2.14, 5.35], [-1.73, 2.93, 5.68], [-1.84, 3.89, 6.81], [-0.91, 4.61, 7.11], [-3.13, 3.93, 7.55], [-4.14, 3.13, 7.22], [-2.69, 1.44, 4.52], [-0.79, 2.92, 5.16], [-3.19, 4.63, 8.37], [-5.09, 3.15, 7.74], [1.64, -9.85, -9.60], [1.63, -8.73, -9.13], [0.67, -7.70, -9.59], [0.67, -6.48, -9.07], [1.63, -6.09, -8.00], [1.63, -4.98, -7.52], [2.59, -7.12, -7.54], [2.59, -8.35, -8.06], [-0.02, -8.00, -10.36], [-0.02, -5.71, -9.39], [3.28, -6.82, -6.76], [3.29, -9.11, -7.74], [-7.15, 2.30, 9.08], [-8.21, 2.72, 8.67], [-8.68, 2.40, 7.30], [-9.84, 2.86, 6.84], [-10.71, 3.72, 7.68], [-11.77, 4.15, 7.26], [-10.24, 4.05, 9.05], [-9.08, 3.58, 9.51], [-8.03, 1.77, 6.70], [-10.20, 2.64, 5.85], [-10.88, 4.68, 9.64], [-8.71, 3.81, 10.50], [4.45, -4.10, -5.94], [5.38, -3.38, -5.64], [6.67, -3.44, -6.38], [7.69, -2.65, -6.05], [7.58, -1.68, -4.93], [8.51, -0.96, -4.63], [6.29, -1.62, -4.19], [5.27, -2.41, -4.52], [6.72, -4.15, -7.19], [8.63, -2.67, -6.58], [6.23, -0.91, -3.38], [4.33, -2.38, -4.00], [5.79, 3.29, 4.41], [5.00, 4.00, 3.94], [5.06, 5.34, 4.14], [3.97, 3.64, 3.18], [3.66, 2.24, 3.23], [2.26, 2.12, 3.08], [1.69, 3.06, 3.94], [2.02, 3.13, 5.25], [0.77, 3.94, 3.37], [5.10, 5.72, 3.25], [3.94, 1.77, 4.16], [4.09, 1.77, 2.35], [1.94, 4.03, 5.57], [1.14, 4.83, 3.45]], "homo_ev": -10.01, "lumo_ev": -1.703, "gap_ev": 8.308, "smiles": "O=C1C=CC(=O)C=C1.O=C1C=CC(=O)C=C1.O=C1C=CC(=O)C=C1.O=C1C=CC(=O)C=C1.O=C1C=CC(=O)C=C1.O=C1C=CC(=O)C=C1.O=C(O)OCOB(O)O", "charge": 0}

{"formula": "C38H30BrF4N2O5P2SV", "method": "wB97M-V/def2-TZVPD", "elements": ["V", "C", "O", "C", "O", "N", "N", "H", "H", "H", "H", "H", "H", "F", "C", "C", "F", "C", "F", "C", "P", "C", "C", "C", "C", "C", "C", "C", "C", "C", "C", "C", "C", "C", "Br", "C", "F", "H", "H", "H", "H", "H", "H", "H", "H", "H", "H", "O", "S", "O", "O", "C", "C", "C", "C", "C", "C", "P", "C", "C", "C", "C", "C", "C", "C", "C", "C", "C", "C", "C", "H", "H", "H", "H", "H", "H", "H", "H", "H", "H", "H", "H", "H", "H"], "coordinates": [[-0.06, 0.48, -0.12], [3.56, -2.54, -0.19], [3.69, -1.18, -0.68], [2.64, -0.42, -0.56], [1.58, -0.77, -0.02], [2.81, 0.82, -1.07], [1.73, 1.70, -0.99], [4.41, -3.07, -0.62], [2.63, -2.97, -0.54], [3.61, -2.54, 0.89], [3.70, 1.10, -1.44], [1.50, 2.03, -1.93], [1.99, 2.49, -0.40], [4.41, 3.00, 5.86], [3.45, 2.47, 5.12], [2.83, 1.31, 5.52], [3.18, 0.72, 6.65], [1.81, 0.77, 4.74], [1.23, -0.31, 5.25], [1.41, 1.33, 3.53], [0.09, 0.58, 2.46], [-1.37, 1.28, 3.30], [-1.80, 0.84, 4.55], [-2.87, 1.46, 5.17], [-3.52, 2.53, 4.56], [-3.08, 2.98, 3.32], [-2.02, 2.35, 2.69], [0.18, -1.19, 2.89], [-0.95, -1.96, 3.11], [-0.83, -3.33, 3.34], [0.42, -3.93, 3.35], [1.55, -3.16, 3.12], [1.43, -1.80, 2.88], [2.02, 2.55, 3.20], [1.39, 3.67, 1.80], [3.03, 3.10, 3.96], [3.60, 4.26, 3.64], [-1.30, 0.02, 5.05], [-3.20, 1.11, 6.14], [-4.35, 3.01, 5.04], [-3.58, 3.81, 2.83], [-1.70, 2.70, 1.72], [-1.94, -1.52, 3.09], [-1.72, -3.92, 3.52], [0.51, -4.99, 3.53], [2.53, -3.62, 3.13], [2.32, -1.20, 2.72], [-1.93, 1.43, -0.40], [-2.71, 0.19, -0.06], [-3.89, 0.37, 0.71], [-1.66, -0.69, 0.55], [-3.13, -0.58, -1.60], [-4.41, -1.09, -1.71], [-4.76, -1.81, -2.85], [-3.82, -2.02, -3.85], [-2.54, -1.50, -3.73], [-2.17, -0.77, -2.61], [-0.52, 0.00, -2.45], [0.62, -1.21, -3.21], [0.53, -2.55, -2.83], [1.48, -3.47, -3.25], [2.54, -3.06, -4.04], [2.65, -1.73, -4.42], [1.70, -0.81, -4.00], [-0.59, 1.37, -3.65], [-0.63, 1.16, -5.03], [-0.73, 2.24, -5.89], [-0.78, 3.54, -5.40], [-0.74, 3.75, -4.03], [-0.65, 2.68, -3.16], [-5.12, -0.92, -0.92], [-5.76, -2.20, -2.95], [-4.09, -2.59, -4.73], [-1.82, -1.68, -4.52], [-0.29, -2.88, -2.20], [1.38, -4.51, -2.96], [3.28, -3.78, -4.38], [3.47, -1.41, -5.05], [1.79, 0.23, -4.32], [-0.59, 0.16, -5.43], [-0.76, 2.07, -6.96], [-0.86, 4.37, -6.08], [-0.80, 4.76, -3.64], [-0.67, 2.85, -2.09]], "homo_ev": [-10.17, -9.61], "lumo_ev": [-2.263, -2.261], "gap_ev": [7.907, 7.349], "spin_multiplicity": 2, "charge": 1}

Number 1: F_max 3.426 eV Å⁻¹, M 784.444 g/mol. Number 2: F_max 0.718 eV Å⁻¹, M 895.522 g/mol.